Here is 3 unconnected molecules or ions with the total composition C34H57BBrClN7O7P2S in a non-equilibrium geometry from the Open Molecules 2025 dataset. Energies are from the ωB97M-V functional and the def2-TZVPD basis.

Calculated values
- strongest force on any atom (eV Å⁻¹) = 5.548
- charge = -1
- E (eV) = -173602.2771
- frontier orbital gap (eV) = 6.6

Structure (XYZ):
```
111
C34H57BBrClN7O7P2S | the Open Molecules 2025 dataset | the ωB97M-V functional and the def2-TZVPD basis
C -2.63 -7.38 0.89
C -2.85 -7.12 -0.63
C -2.30 -5.78 -1.04
C -3.08 -4.61 -0.95
C -4.52 -4.61 -0.45
C -5.54 -5.55 -1.14
C -6.95 -4.95 -0.91
C -5.25 -5.79 -2.63
C -2.51 -3.39 -1.31
N -3.21 -2.13 -1.22
C -1.19 -3.28 -1.75
C -0.61 -1.91 -2.09
O -0.04 -1.35 -1.13
O -0.79 -1.48 -3.24
C -0.42 -4.44 -1.84
C -0.99 -5.67 -1.50
C -0.08 -6.85 -1.61
O -0.02 -7.76 -0.81
C 0.85 -6.82 -2.79
C 1.14 -7.97 -3.53
B 0.46 -9.37 -3.22
C -1.08 -9.53 -2.88
O 1.21 -10.52 -3.25
C 2.04 -7.83 -4.59
Cl 2.43 -9.20 -5.59
C 2.64 -6.61 -4.92
Br 3.83 -6.51 -6.37
C 2.33 -5.47 -4.17
S 3.06 -3.91 -4.60
C 1.42 -5.60 -3.12
C 1.02 -4.41 -2.27
O 1.79 -3.54 -1.98
H -1.88 -6.68 1.24
H -3.56 -7.28 1.46
H -2.19 -8.37 1.02
H -2.28 -7.89 -1.14
H -3.88 -7.27 -0.92
H -4.48 -4.79 0.63
H -4.91 -3.60 -0.56
H -5.55 -6.49 -0.59
H -6.96 -4.31 -0.03
H -7.68 -5.74 -0.75
H -7.25 -4.33 -1.76
H -4.90 -6.81 -2.78
H -6.20 -5.73 -3.18
H -4.56 -5.06 -3.06
H -4.08 -2.16 -1.73
H -3.39 -1.93 -0.24
H -1.13 -10.05 -1.92
H -1.50 -10.20 -3.64
H -1.63 -8.59 -2.86
H 0.78 -11.19 -3.78
H 4.06 -3.83 -3.72
O 0.14 0.19 4.30
P 0.40 1.49 3.61
N -1.15 2.23 3.72
C -1.76 3.08 2.72
C -1.68 2.41 5.06
N 0.80 0.94 2.03
C -0.14 1.05 0.92
C 1.42 -0.39 2.00
N 1.29 2.92 3.40
C 1.32 3.86 4.51
C 2.02 3.35 2.22
H -1.18 3.98 2.48
H -2.74 3.42 3.07
H -1.96 2.54 1.80
H -1.29 3.31 5.55
H -1.43 1.55 5.68
H -2.77 2.48 5.04
H -1.07 0.51 1.10
H 0.30 0.63 0.01
H -0.36 2.10 0.68
H 0.68 -1.19 2.07
H 2.13 -0.51 2.82
H 1.96 -0.51 1.06
H 0.57 4.65 4.40
H 2.30 4.34 4.60
H 1.14 3.35 5.46
H 1.35 3.85 1.51
H 2.52 2.53 1.72
H 2.80 4.06 2.49
O 1.90 9.59 2.51
P 2.79 8.91 1.52
N 3.12 10.19 0.44
C 3.27 10.08 -1.00
C 3.75 11.37 1.01
N 1.68 7.73 0.90
C 1.07 7.88 -0.41
C 0.67 7.30 1.86
N 4.12 7.95 1.15
C 5.44 8.48 1.48
C 4.14 6.65 0.49
H 4.08 9.40 -1.31
H 3.50 11.06 -1.42
H 2.35 9.76 -1.48
H 4.84 11.27 1.11
H 3.34 11.58 2.00
H 3.55 12.26 0.40
H 0.48 8.81 -0.50
H 0.41 7.04 -0.61
H 1.82 7.85 -1.21
H -0.16 8.01 1.94
H 1.10 7.17 2.85
H 0.26 6.33 1.55
H 5.90 8.97 0.62
H 6.11 7.69 1.82
H 5.37 9.20 2.29
H 4.12 6.76 -0.60
H 3.32 6.01 0.80
H 5.06 6.11 0.75
```